Entry 1:
H80O40 | the ωB97M-V functional and the def2-TZVPD basis

## Properties
Net charge: -1
HOMO-LUMO gap (spin up / spin down): 0.0853 / 0.3390 hartree
HOMO level (spin up / spin down): -0.935 / -7.865 eV
DFT total energy: -83197.4596 eV
Relative energy (zero: lowest compared OMol25 entry of this formula, charge and spin): 2.783 eV
Expectation value of S²: 0.7507
2S+1: 2

Geometry (Å):
H: 2.50549 0.95038 -1.53506
H: 2.25975 -0.29006 -0.61318
O: 1.93088 0.56194 -0.84528
H: -6.06480 -0.81244 0.35765
H: -4.87362 0.23885 0.63978
O: -5.24056 -0.44722 0.05437
H: 1.78720 -4.27080 2.15131
H: 1.43994 -4.39986 0.80272
O: 2.33524 -4.25113 1.34484
H: 1.56272 -3.35681 4.63124
H: 3.14073 -3.27764 5.14280
O: 2.46286 -3.46537 4.47152
H: -3.26502 3.62983 3.38191
H: -2.17212 2.99568 2.50891
O: -2.73133 3.79715 2.64268
H: -1.20438 -5.00923 2.06926
O: -1.20861 -4.06402 1.92027
H: -3.52375 0.39808 -4.39298
O: -3.06758 1.23220 -4.61310
H: -2.52884 -1.96602 0.30936
H: -3.38977 -0.96565 1.14067
O: -2.62836 -1.48078 1.10044
H: 0.49958 3.70302 -5.26576
H: 1.41738 2.64062 -5.82852
O: 1.30291 3.19438 -5.05389
H: -1.25931 -0.87010 -5.51724
H: -0.10721 -1.54548 -4.82595
O: -1.11492 -1.53864 -4.83580
H: -5.18735 -4.09374 1.69953
H: -5.01012 -3.09539 0.56678
O: -5.67025 -3.43143 1.17306
H: -0.93534 -3.10833 0.05365
O: -0.90042 -2.39007 -0.61919
H: 2.79437 3.38206 4.33072
H: 4.13380 3.80374 3.71527
O: 3.52022 4.07203 4.43323
H: 4.89432 2.89193 -1.30224
H: 5.97943 2.25755 -0.41819
O: 5.35579 3.04811 -0.44941
H: 2.20050 -1.93850 3.08837
H: 1.82698 -1.03621 1.91742
O: 1.50635 -1.77486 2.44584
H: -6.19053 -0.67951 -2.77823
H: -5.37420 -0.69374 -1.43894
O: -5.37206 -0.97094 -2.38360
H: 1.44176 1.42847 0.99407
H: 2.96274 1.62087 1.33829
O: 2.11790 2.09626 1.22711
H: -0.04381 -6.41101 1.64054
H: 1.12421 -6.30478 2.82371
O: 0.19408 -6.27803 2.54950
H: 2.32607 4.07929 -0.52787
O: 2.94747 3.47680 -0.91013
H: 2.13483 0.80793 3.99052
H: 1.21800 1.84604 3.41696
O: 1.73531 1.71393 4.22902
H: -3.90048 -3.16126 -2.19424
O: -3.73093 -2.80200 -1.30763
H: -0.41823 0.33505 4.22696
H: -1.52014 1.24237 5.11778
O: -1.15087 0.38488 4.83784
H: 0.54105 0.89291 -3.37481
H: 1.23411 2.00186 -4.02071
O: 1.19501 1.00913 -4.08439
H: -1.64719 0.94035 1.44097
H: -0.64273 2.03168 1.69369
O: -1.58963 1.84830 1.67066
H: -0.05953 3.42086 4.29223
H: -0.87305 2.68219 5.38269
O: -0.92573 3.12328 4.53479
H: -1.25257 4.34799 0.08043
H: -1.21272 2.95064 -0.67259
O: -1.42960 3.87256 -0.77896
H: 2.37589 -2.52692 0.68000
H: 1.02333 -2.01781 0.03332
O: 1.96602 -2.02083 -0.08655
H: -3.00938 2.32066 -0.10780
H: -2.84070 0.92690 -0.80382
O: -3.43818 1.51762 -0.36623
H: -3.38148 -1.39674 2.86696
H: -2.72190 -0.71830 4.19314
O: -3.48414 -1.09543 3.78488
H: 4.64706 -0.24783 -4.69139
H: 4.37044 -1.37395 -3.88606
O: 4.73888 -0.49026 -3.79043
H: -2.82923 -1.11290 -2.93531
H: -1.44439 -0.54519 -3.39460
O: -2.17117 -0.44243 -2.67937
H: -0.86408 5.44766 2.37781
O: -0.11538 5.51170 1.81177
H: 0.29663 -0.08262 0.00419
H: -0.82252 -0.64787 1.13811
O: -0.11017 -0.05212 0.88405
H: 2.83209 2.68958 -0.34597
H: -1.10104 -3.41039 2.58871
H: -3.87448 -1.84398 -1.57124
H: -2.96189 1.88128 -3.92915
H: -1.81715 -2.46848 -0.87124
H: 0.79638 5.75337 2.00524
O: 4.04674 -0.23297 1.58112
H: 4.23130 0.26445 2.42628
H: 4.25625 -1.16559 1.88741
O: 5.35437 0.24031 -1.18264
H: 4.88596 0.28517 -0.33809
H: 5.09583 -0.64247 -1.43895
O: -3.17276 -3.09915 -4.09957
H: -2.55258 -2.62762 -4.68013
H: -3.76897 -3.33982 -4.81316
O: 5.15974 3.33205 2.03579
H: 5.43885 4.03887 1.47855
H: 4.94001 2.52433 1.52371
O: -1.79088 4.52350 -5.00646
H: -2.01987 4.80043 -4.08494
H: -2.26548 3.71911 -4.78250
O: 2.18385 -1.58717 -4.22224
H: 2.04532 -2.05452 -3.37463
H: 2.37331 -0.66888 -4.06024
O: 0.99950 -6.10130 -1.57658
H: 0.15086 -5.99112 -1.05294
H: 1.33590 -5.17627 -1.55586

Cartesian forces (eV/Å) of the 6 atoms listed first:
-0.42 -0.41 0.42
0.78 -1.70 0.31
-0.42 1.59 -1.46
-0.39 -0.10 0.89
-0.54 0.16 -0.48
0.64 0.11 0.52

Entry 2:
H80O40 | the ωB97M-V functional and the def2-TZVPD basis

## Properties
Net charge: -1
HOMO-LUMO gap (spin up / spin down): 0.0785 / 0.3647 hartree
HOMO level (spin up / spin down): -0.800 / -8.629 eV
DFT total energy: -83198.5707 eV
Relative energy (zero: lowest compared OMol25 entry of this formula, charge and spin): 1.672 eV
Expectation value of S²: 0.7514
2S+1: 2

Geometry (Å):
H: 3.43506 1.28194 -0.89708
H: 3.58399 1.07688 0.55923
O: 2.90428 1.01653 -0.12900
H: -0.82847 -3.93392 3.96720
H: -0.34404 -5.13083 3.09982
O: -1.03964 -4.82831 3.68691
H: -0.08606 1.58316 3.59715
H: -0.48976 0.19356 3.35454
O: -0.20220 0.75242 4.09618
H: 4.27525 2.37181 -4.16492
H: 3.56344 2.35322 -2.68629
O: 4.26328 2.05833 -3.26678
H: -1.61532 0.62888 -4.01991
H: -3.09432 0.55464 -4.49783
O: -2.16577 0.61522 -4.81712
H: -0.15129 0.57651 -5.52884
O: -0.00127 0.14008 -6.36052
H: 2.81122 0.35627 -4.92397
O: 2.41499 1.21318 -5.11171
H: 2.61393 -1.55418 0.00013
H: 4.08593 -1.75958 -0.58942
O: 3.36171 -2.14470 -0.12513
H: 1.78526 2.69243 -0.06781
H: 0.91349 3.22012 1.12396
O: 1.42519 3.47483 0.35554
H: -0.74002 1.24481 -0.87586
H: 0.39944 2.17843 -0.92500
O: 0.22768 1.22108 -0.93823
H: -0.67407 -3.67879 -1.35705
H: 0.29527 -4.33900 -0.33975
O: -0.23103 -3.55010 -0.50426
H: 0.73394 3.61862 3.06075
O: 1.11688 3.30198 3.88468
H: 6.12463 2.43001 -0.38235
H: 5.90450 1.97690 1.11748
O: 5.94885 1.69285 0.20074
H: 1.72350 0.62806 -2.29782
H: 0.90475 -0.58757 -1.86119
O: 1.68989 -0.32730 -2.34651
H: -3.84674 -1.80831 1.03853
H: -3.97364 -3.20422 1.23073
O: -4.27725 -2.54924 0.58529
H: 3.16344 -3.21900 3.09797
H: 2.85070 -2.69415 1.65436
O: 2.51702 -2.75982 2.55900
H: 3.12825 -4.25260 -0.93503
H: 2.10864 -3.44587 -1.69171
O: 2.71699 -4.18427 -1.79218
H: 5.52417 -0.12381 2.27670
H: 4.95424 -0.92268 1.00929
O: 4.94636 -0.81791 1.97102
H: 6.19150 -1.11450 -1.60635
O: 5.91947 -1.37792 -0.71787
H: -4.82500 -1.36722 4.12430
H: -4.39533 -1.94704 5.42914
O: -4.88645 -1.20284 5.06685
H: -3.37821 1.67464 0.26525
O: -4.33689 1.69923 0.20271
H: -6.52176 0.09016 -0.74574
H: -6.36105 1.42487 -1.32688
O: -6.82789 0.60724 -1.49975
H: 2.96782 3.29103 3.74399
H: 3.49851 1.86038 3.66408
O: 3.78744 2.76856 3.68959
H: -3.48732 -4.18357 -1.18925
H: -4.20614 -5.17206 -2.08258
O: -4.27995 -4.73443 -1.22904
H: -3.75764 -1.65505 -4.73766
H: -4.86671 -1.02799 -4.01828
O: -3.89316 -1.06937 -3.97108
H: -0.55284 1.55408 1.85226
H: -1.69173 2.62295 1.86618
O: -0.76078 2.47005 2.08577
H: -1.53800 -0.47352 5.57142
H: -0.57065 -1.43406 5.79125
O: -1.46962 -1.42927 5.45442
H: -4.99179 -1.77616 -1.06591
H: -3.92977 -1.47272 -1.85962
O: -4.51725 -0.95528 -1.28979
H: -4.96013 1.47771 2.60978
H: -3.57228 1.52361 2.43128
O: -4.17721 1.41851 3.18010
H: -0.53967 -2.96928 -6.01006
H: -1.96126 -3.24467 -5.39774
O: -1.08389 -3.61230 -5.54445
H: 5.56912 0.45214 -2.93750
H: 4.13638 -0.41728 -3.08080
O: 5.00587 -0.17056 -3.38831
H: -3.21490 0.98131 -2.27535
O: -4.08124 1.35412 -2.50486
H: 1.17526 -1.18321 3.13817
H: 0.99783 -1.40848 1.66507
O: 0.58075 -0.99834 2.41602
H: 6.24447 -2.28153 -0.64183
H: -0.66158 0.34046 -7.02258
H: -4.52897 1.55524 -0.75156
H: 1.53537 1.01722 -5.45881
H: 0.71936 3.80849 4.59291
H: -4.63578 0.54215 -2.42752
O: 3.12455 -1.05612 4.85402
H: 3.61067 -0.73143 4.08948
H: 2.21192 -1.01888 4.57424
O: -1.73326 -0.06641 1.19375
H: -2.13880 -0.83145 1.64264
H: -1.31820 -0.55367 0.46817
O: -1.49651 -2.51292 -2.73296
H: -1.80990 -1.79855 -3.30191
H: -0.79866 -3.03910 -3.14047
O: -2.86964 3.81533 1.16918
H: -2.66139 4.74382 1.29380
H: -3.76528 3.78288 0.81435
O: 0.70818 6.57930 0.26647
H: 0.85797 5.67972 0.56837
H: 1.32902 6.59528 -0.47125
O: -3.04206 -1.45928 3.17964
H: -2.98355 -0.54358 3.51070
H: -2.28177 -1.75757 3.71374
O: 3.43894 5.43998 0.00767
H: 3.76657 4.54231 -0.15450
H: 4.32959 5.69824 0.30157

Cartesian forces (eV/Å) of the 6 atoms listed first:
-0.12 -0.43 0.00
-0.18 -0.04 0.22
0.71 0.39 -0.04
0.24 0.02 -0.19
0.15 0.30 -0.04
-0.39 -0.24 0.23

Entry 3:
H80O40 | the ωB97M-V functional and the def2-TZVPD basis

## Properties
Net charge: -1
HOMO-LUMO gap (spin up / spin down): 0.0710 / 0.3212 hartree
HOMO level (spin up / spin down): -0.576 / -7.388 eV
DFT total energy: -83185.3293 eV
Relative energy (zero: lowest compared OMol25 entry of this formula, charge and spin): 14.914 eV
Expectation value of S²: 0.7507
2S+1: 2

Geometry (Å):
H: -2.14682 2.03688 3.78378
H: -1.52425 1.98234 5.11447
O: -2.05248 1.26170 4.55393
H: 3.01278 -2.56882 -4.77215
H: 1.82770 -2.04408 -3.88417
O: 2.50342 -1.85040 -4.59837
H: -4.57340 -1.59640 0.74579
H: -4.59556 -0.76058 -0.80479
O: -4.33749 -0.65848 0.14623
H: -1.18750 -4.46407 4.25318
H: -1.46086 -3.49441 5.59115
O: -1.78604 -3.70286 4.46497
H: 1.89510 1.46414 -3.92152
H: 0.86218 0.30172 -3.88075
O: 1.16386 1.05742 -3.43021
H: 3.30302 0.39248 2.84599
O: 4.05370 1.02272 2.71364
H: 1.16368 -2.62135 -0.15740
O: 0.93397 -1.53996 -0.21507
H: 4.01515 3.20115 -0.07185
H: 3.54646 3.46706 -1.38893
O: 4.35314 3.09543 -0.94078
H: -0.28469 5.58029 2.43356
H: 0.47215 6.35938 1.38726
O: -0.41173 6.40835 1.91732
H: -0.48024 -3.56779 -0.63700
H: 0.50584 -4.35919 0.37875
O: 0.18612 -4.15207 -0.44110
H: 3.56530 -1.80004 -0.25337
H: 3.79442 -0.26945 0.18660
O: 3.68281 -1.23476 0.49298
H: 1.58003 3.00720 0.09193
O: 2.00841 2.72308 -0.74592
H: 1.79473 3.35820 3.21696
H: 1.02411 2.80411 4.55548
O: 1.01601 2.96965 3.68498
H: -0.51162 2.00822 -6.58466
H: 0.72671 1.56450 -5.96314
O: 0.00106 2.30284 -5.76126
H: 0.41206 2.42441 2.13121
H: 0.02396 2.51410 0.65248
O: 0.52867 3.04713 1.35741
H: 1.32661 3.89023 -2.84962
H: 1.91754 4.19813 -4.27695
O: 2.25789 4.05252 -3.40342
H: 4.76544 -4.12736 1.14690
H: 4.31152 -4.40607 2.51381
O: 3.94873 -4.09223 1.72831
H: -3.50042 2.38706 0.34340
H: -3.29226 2.86004 -1.16594
O: -3.78932 3.06416 -0.32891
H: -4.23807 -4.14723 2.40908
O: -4.00635 -3.71825 1.67018
H: 3.28412 0.40482 -2.26159
H: 4.41787 1.41491 -1.31168
O: 4.17166 0.39398 -1.79240
H: -4.16714 2.47024 -5.04310
O: -4.39835 2.27575 -4.05619
H: -4.06088 -1.30086 3.60270
H: -2.66842 -0.91630 2.75546
O: -3.42974 -1.55313 2.91756
H: -1.27311 4.14989 1.60094
H: -2.42806 3.31089 1.75791
O: -1.91691 3.79151 2.19718
H: 1.62866 -5.21974 2.75121
H: 2.83952 -5.24806 3.29417
O: 1.88340 -4.97089 3.56034
H: 0.64611 -2.16389 -2.11212
H: 0.88641 -3.58497 -1.78720
O: 1.06108 -2.97402 -2.54838
H: 5.76345 -0.86593 -0.09504
H: 6.85848 -0.10735 -0.81730
O: 6.72266 -0.75639 -0.05438
H: -4.05465 -0.10928 -2.23749
H: -5.31776 0.11512 -3.15742
O: -4.95872 -0.54980 -2.55125
H: 0.73862 0.60365 3.10923
H: 1.71180 -0.46630 3.71208
O: 1.41227 0.00168 3.11586
H: -0.48940 -2.05019 2.90196
H: -1.04127 -1.32070 4.04162
O: -0.98095 -1.27246 3.12822
H: -1.40830 0.68270 0.42670
H: -0.18798 0.28665 -0.19853
O: -1.01820 0.83817 -0.38985
H: 3.72314 -4.56321 -1.01903
H: 2.37000 -5.15263 -1.54086
O: 2.65743 -4.29855 -1.05560
H: 1.72276 -3.08832 4.95363
O: 1.78844 -2.35839 4.39443
H: -0.59023 -3.79249 3.29930
H: 0.02654 -4.37739 1.81661
O: -0.09258 -3.64143 2.43908
H: -3.86630 -2.77397 1.87191
H: 4.80263 0.54524 2.20885
H: -3.59850 1.86873 -3.51218
H: 1.84876 -1.04706 -0.21035
H: 1.49269 2.40109 -1.39475
H: 2.59270 -2.68434 3.84730
O: -3.99553 0.80178 2.16273
H: -4.12454 0.48684 1.18707
H: -4.70282 0.32155 2.54051
O: -4.18478 -4.36009 -1.59994
H: -3.40860 -4.50904 -1.16369
H: -4.67068 -5.08989 -1.23482
O: -2.85285 -2.37971 -2.47900
H: -2.42197 -2.94495 -1.85545
H: -3.69598 -2.76637 -2.47837
O: -1.17938 5.54986 -1.23816
H: -1.97867 5.29957 -0.72946
H: -0.68858 6.17945 -0.64950
O: -0.23272 4.65770 -3.56605
H: -0.29189 5.33045 -2.89743
H: -0.22087 4.71086 -4.48431
O: -0.10977 3.02189 -1.54079
H: -0.09634 3.97852 -2.12597
H: 0.03096 2.49699 -2.22271
O: -0.73867 -1.42637 -3.98252
H: -1.68254 -0.97582 -3.93369
H: -1.19816 -2.29044 -3.78112

Cartesian forces (eV/Å) of the 6 atoms listed first:
-0.20 -3.39 2.06
-1.46 -2.75 -0.91
1.67 6.22 -1.15
1.97 -3.37 -0.31
1.34 -0.56 -1.04
-3.15 3.94 1.14